1.
DFT (ωB97M-V/def2-TZVPD) results for an isolated ion of composition C6H14NS and charge -1 in a non-equilibrium geometry.

Calculated values
Total charge: -1
SMILES: CCCCNCC[S-]
Molar mass in g/mol: 132.25
E_HOMO in Ha: -0.0743
ΔE to the lowest compared entry with this formula, charge and spin in kcal/mol: 60.16
Calculated total energy in Ha: -689.87945
E_LUMO in eV: 3.25

Last columns: bonded neighbours and bond lengths (Å).
CARTESIAN COORDINATES (ANGSTROEM)
1 C -2.852 -0.184 0.382  C2 1.590, H9 1.134, H10 1.185, H11 1.102
2 C -1.918 -0.742 1.542  C1 1.590, C3 1.558, H12 1.145, H13 1.126
3 C -0.472 -0.595 0.982  C2 1.558, C4 1.494, H14 1.163, H15 1.085
4 C -0.094 0.541 0.088  C3 1.494, N5 1.386, H16 1.097, H17 1.030
5 N 1.284 0.608 0.216  C4 1.386, C6 1.558, H18 0.996
6 C 2.087 0.998 -1.061  N5 1.558, C7 1.489, H19 1.041, H20 1.040
7 C 2.688 -0.338 -1.326  C6 1.489, S8 1.891, H21 1.083, H22 1.063
8 S 2.980 -0.666 -3.166  C7 1.891
9 H -2.841 0.918 0.113  C1 1.134
10 H -3.988 -0.137 0.717  C1 1.185
11 H -2.737 -0.763 -0.548  C1 1.102
12 H -2.379 -1.777 1.709  C2 1.145
13 H -2.099 0.028 2.344  C2 1.126
14 H -0.222 -1.562 0.388  C3 1.163
15 H 0.154 -0.696 1.862  C3 1.085
16 H -0.612 1.466 0.368  C4 1.097
17 H -0.425 0.276 -0.852  C4 1.030
18 H 1.697 1.201 0.900  N5 0.996
19 H 1.553 1.337 -1.888  C6 1.041
20 H 2.734 1.801 -0.921  C6 1.040
21 H 3.457 -0.563 -0.598  C7 1.083
22 H 2.004 -1.150 -1.254  C7 1.063

Here are the natural (NBO) charges for atoms 1 to 5, given in e:
1 C -0.63
2 C -0.41
3 C -0.39
4 C -0.22
5 N -0.64

2.
DFT (ωB97M-V/def2-TZVPD) results for an isolated ion of composition C6H14NS and charge -1 in a non-equilibrium geometry.

Calculated values
Total charge: -1
SMILES: CCN(C)CCC[S-]
Molar mass in g/mol: 132.25
E_HOMO in Ha: -0.0832
ΔE to the lowest compared entry with this formula, charge and spin in kcal/mol: 20.29
Calculated total energy in Ha: -689.94299
E_LUMO in eV: 3.43

Last columns: bonded neighbours and bond lengths (Å).
CARTESIAN COORDINATES (ANGSTROEM)
1 C -1.295 -0.243 1.341  C2 1.521, H9 1.099, H10 1.098, H11 1.081
2 C 0.161 0.060 1.663  C1 1.521, N3 1.448, H12 1.108, H13 1.079
3 N 0.957 0.762 0.679  C2 1.448, C4 1.449, C5 1.471
4 C 0.372 2.062 0.420  N3 1.449, H14 1.072, H15 1.075, H16 1.062
5 C 1.281 0.034 -0.558  N3 1.471, C6 1.524, H17 1.085, H18 1.088
6 C 0.256 -0.363 -1.614  C5 1.524, C7 1.521, H19 1.074, H20 1.111
7 C -0.438 -1.699 -1.390  C6 1.521, S8 1.813, H21 1.086, H22 1.101
8 S -0.565 -2.676 -2.911  C7 1.813
9 H -1.940 0.441 1.910  C1 1.099
10 H -1.518 -0.110 0.274  C1 1.098
11 H -1.542 -1.268 1.578  C1 1.081
12 H 0.187 0.656 2.597  C2 1.108
13 H 0.720 -0.837 1.884  C2 1.079
14 H 0.269 2.568 1.359  C4 1.072
15 H 1.039 2.660 -0.173  C4 1.075
16 H -0.609 1.996 0.021  C4 1.062
17 H 1.789 -0.880 -0.269  C5 1.085
18 H 2.040 0.682 -0.990  C5 1.088
19 H 0.691 -0.473 -2.589  C6 1.074
20 H -0.517 0.428 -1.713  C6 1.111
21 H -1.427 -1.592 -0.953  C7 1.086
22 H 0.089 -2.208 -0.567  C7 1.101

Here are the natural (NBO) charges for atoms 1 to 5, given in e:
1 C -0.65
2 C -0.22
3 N -0.44
4 C -0.41
5 C -0.22

3.
DFT (ωB97M-V/def2-TZVPD) results for an isolated ion of composition C6H14NS and charge +1 in a non-equilibrium geometry.

Calculated values
Total charge: +1
SMILES: C[C@@H]1C[NH2+]C[C@]1(C)S
Molar mass in g/mol: 132.25
E_HOMO in Ha: -0.4850
ΔE to the lowest compared entry with this formula, charge and spin in kcal/mol: 50.55
Calculated total energy in Ha: -689.63393
E_LUMO in eV: -3.39

Last columns: bonded neighbours and bond lengths (Å).
CARTESIAN COORDINATES (ANGSTROEM)
1 C -0.787 -0.162 -2.168  C2 1.600, H9 1.178, H10 1.020, H11 1.039
2 C 0.032 -0.345 -0.806  C1 1.600, C3 1.510, C6 1.519, H12 1.201
3 C -0.312 -1.665 -0.160  C2 1.510, N4 1.589, H13 1.151, H14 1.120
4 N 0.095 -1.470 1.363  C3 1.589, C5 1.427, H15 1.084, H16 1.072
5 C 0.864 -0.289 1.587  N4 1.427, C6 1.789, H17 1.023, H18 1.011
6 C 0.089 0.690 0.306  C2 1.519, C5 1.789, C7 1.506, S8 1.817
7 C 0.853 1.969 0.087  C6 1.506, H19 1.068, H20 1.020, H21 1.093
8 S -1.559 0.991 1.010  C6 1.817, H22 1.362
9 H -1.949 -0.057 -2.006  C1 1.178
10 H -0.652 -1.034 -2.680  C1 1.020
11 H -0.508 0.734 -2.614  C1 1.039
12 H 1.120 -0.463 -1.300  C2 1.201
13 H -1.433 -1.830 -0.360  C3 1.151
14 H 0.422 -2.470 -0.418  C3 1.120
15 H -0.826 -1.322 1.915  N4 1.084
16 H 0.604 -2.328 1.754  N4 1.072
17 H 1.874 -0.293 1.427  C5 1.023
18 H 0.502 0.118 2.440  C5 1.011
19 H 0.309 2.805 -0.293  C7 1.068
20 H 1.578 1.819 -0.615  C7 1.020
21 H 1.457 2.329 0.923  C7 1.093
22 H -1.773 2.274 0.608  S8 1.362

Here are the natural (NBO) charges for atoms 1 to 5, given in e:
1 C -0.58
2 C -0.29
3 C -0.23
4 N -0.54
5 C -0.23

4.
DFT (ωB97M-V/def2-TZVPD) results for one molecule with the formula C6H14O.

Calculated values
SMILES: CCCCCCO
Molar mass in g/mol: 102.18
E_HOMO in Ha: -0.3723
ΔE to the lowest compared entry with this formula, charge and spin in kcal/mol: 10.21
Calculated total energy in Ha: -312.23876
E_LUMO in eV: 1.07

Last columns: bonded neighbours and bond lengths (Å).
CARTESIAN COORDINATES (ANGSTROEM)
1 C 2.467 -2.146 -0.812  C2 1.526, H8 1.095, H9 1.096, H10 1.096
2 C 0.990 -1.830 -0.595  C1 1.526, C3 1.526, H11 1.098, H12 1.098
3 C 0.747 -0.334 -0.419  C2 1.526, C4 1.527, H13 1.100, H14 1.099
4 C -0.709 0.027 -0.132  C3 1.527, C5 1.530, H15 1.100, H16 1.100
5 C -0.871 1.501 0.244  C4 1.530, C6 1.534, H17 1.097, H18 1.101
6 C -2.281 1.880 0.716  C5 1.534, O7 1.414, H19 1.099, H20 1.096
7 O -2.272 2.808 1.783  C6 1.414, H21 0.968
8 H 2.646 -3.221 -0.917  C1 1.095
9 H 3.067 -1.785 0.032  C1 1.096
10 H 2.842 -1.653 -1.716  C1 1.096
11 H 0.400 -2.205 -1.442  C2 1.098
12 H 0.622 -2.359 0.294  C2 1.098
13 H 1.366 0.028 0.414  C3 1.100
14 H 1.100 0.200 -1.313  C3 1.099
15 H -1.065 -0.590 0.706  C4 1.100
16 H -1.338 -0.235 -0.994  C4 1.100
17 H -0.186 1.723 1.072  C5 1.097
18 H -0.575 2.135 -0.607  C5 1.101
19 H -2.872 2.267 -0.126  C6 1.099
20 H -2.808 1.000 1.100  C6 1.096
21 H -1.711 3.551 1.516  O7 0.968

Here are the natural (NBO) charges for atoms 1 to 5, given in e:
1 C -0.60
2 C -0.39
3 C -0.39
4 C -0.39
5 C -0.43

5.
DFT (ωB97M-V/def2-TZVPD) results for one molecule with the formula C6H14O in a non-equilibrium geometry.

Calculated values
SMILES: CC[C@@H](C)CCO
Molar mass in g/mol: 102.18
E_HOMO in Ha: -0.3704
ΔE to the lowest compared entry with this formula, charge and spin in kcal/mol: 43.90
Calculated total energy in Ha: -312.18508
E_LUMO in eV: 1.00

Last columns: bonded neighbours and bond lengths (Å).
CARTESIAN COORDINATES (ANGSTROEM)
1 C 2.291 -0.533 -1.703  C2 1.560, H8 1.072, H9 1.093, H10 1.125
2 C 0.887 -0.976 -1.186  C1 1.560, C3 1.502, H11 1.089, H12 1.134
3 C 0.124 0.099 -0.466  C2 1.502, C4 1.590, C5 1.603, H13 1.090
4 C -0.582 1.020 -1.552  C3 1.590, H14 1.100, H15 1.090, H16 1.091
5 C -1.041 -0.513 0.449  C3 1.603, C6 1.525, H17 1.121, H18 1.086
6 C -1.313 0.344 1.682  C5 1.525, O7 1.450, H19 1.087, H20 1.111
7 O -0.414 0.495 2.810  C6 1.450, H21 0.966
8 H 3.122 -1.209 -1.741  C1 1.072
9 H 2.529 0.284 -1.017  C1 1.093
10 H 2.145 -0.136 -2.746  C1 1.125
11 H 0.464 -1.541 -2.015  C2 1.089
12 H 1.100 -1.734 -0.370  C2 1.134
13 H 0.645 0.872 0.099  C3 1.090
14 H -1.433 0.433 -1.930  C4 1.100
15 H 0.031 1.305 -2.407  C4 1.090
16 H -1.126 1.848 -1.095  C4 1.091
17 H -0.684 -1.510 0.816  C5 1.121
18 H -1.805 -0.514 -0.323  C5 1.086
19 H -1.342 1.352 1.277  C6 1.087
20 H -2.190 -0.118 2.184  C6 1.111
21 H 0.028 -0.358 2.908  O7 0.966

Here are the natural (NBO) charges for atoms 1 to 5, given in e:
1 C -0.61
2 C -0.41
3 C -0.22
4 C -0.62
5 C -0.43

6.
DFT (ωB97M-V/def2-TZVPD) results for a 2-piece molecular cluster, C6H14O overall in a non-equilibrium geometry.

Calculated values
SMILES: C=C(C)CCC.O
Molar mass in g/mol: 102.18
E_HOMO in Ha: -0.3433
ΔE to the lowest compared entry with this formula, charge and spin in kcal/mol: 38.35
Calculated total energy in Ha: -312.19392
E_LUMO in eV: 0.73

Last columns: bonded neighbours and bond lengths (Å).
CARTESIAN COORDINATES (ANGSTROEM)
1 C 1.878 0.172 -0.125  C2 1.341, H7 1.062, H8 1.079
2 C 0.665 0.612 -0.488  C1 1.341, C3 1.520, C4 1.513
3 C -0.586 0.601 0.374  C2 1.520, H9 1.095, H10 1.080, H11 1.100
4 C 0.509 1.456 -1.734  C2 1.513, C5 1.563, H12 1.094, H13 1.081
5 C -0.272 0.790 -2.912  C4 1.563, C6 1.530, H14 1.087, H15 1.101
6 C -0.170 -0.736 -2.842  C5 1.530, H16 1.104, H17 1.086, H18 1.100
7 H 1.996 -0.436 0.738  C1 1.062
8 H 2.659 0.332 -0.853  C1 1.079
9 H -0.555 0.144 1.369  C3 1.095
10 H -0.905 1.615 0.567  C3 1.080
11 H -1.251 -0.031 -0.234  C3 1.100
12 H 1.524 1.503 -2.140  C4 1.094
13 H -0.033 2.367 -1.525  C4 1.081
14 H -0.081 1.171 -3.912  C5 1.087
15 H -1.364 0.913 -2.841  C5 1.101
16 H -0.604 -1.275 -3.703  C6 1.104
17 H -0.557 -1.181 -1.931  C6 1.086
18 H 0.876 -1.074 -2.798  C6 1.100
19 O -1.457 -2.182 6.427  H20 0.948, H21 0.941
20 H -0.743 -1.586 6.608  O19 0.948
21 H -1.446 -2.660 5.616  O19 0.941

Here are the natural (NBO) charges for atoms 1 to 5, given in e:
1 C -0.42
2 C 0.06
3 C -0.66
4 C -0.45
5 C -0.40

7.
DFT (ωB97M-V/def2-TZVPD) results for a 2-piece molecular cluster, C6H14O overall.

Calculated values
SMILES: C[C@H]1C[C@@H](C)C1.O
Molar mass in g/mol: 102.18
E_HOMO in Ha: -0.3952
ΔE to the lowest compared entry with this formula, charge and spin in kcal/mol: 22.02
Calculated total energy in Ha: -312.21994
E_LUMO in eV: 0.97

Last columns: bonded neighbours and bond lengths (Å).
CARTESIAN COORDINATES (ANGSTROEM)
1 C -2.553 0.141 -1.133  C2 1.515, H7 1.096, H8 1.096, H9 1.096
2 C -1.132 -0.336 -0.915  C1 1.515, C3 1.544, C6 1.538, H10 1.098
3 C -0.500 -0.366 0.493  C2 1.544, C4 1.559, H11 1.098, H12 1.099
4 C 0.869 -0.086 -0.198  C3 1.559, C5 1.523, C6 1.540, H13 1.097
5 C 1.992 0.742 0.415  C4 1.523, H14 1.097, H15 1.097, H16 1.094
6 C 0.054 0.545 -1.342  C2 1.538, C4 1.540, H17 1.099, H18 1.094
7 H -3.280 -0.550 -0.689  C1 1.096
8 H -2.768 0.205 -2.206  C1 1.096
9 H -2.713 1.134 -0.697  C1 1.096
10 H -1.004 -1.332 -1.359  C2 1.098
11 H -0.664 -1.284 1.074  C3 1.098
12 H -0.829 0.496 1.091  C3 1.099
13 H 1.277 -1.044 -0.543  C4 1.097
14 H 1.612 1.554 1.047  C5 1.097
15 H 2.574 1.207 -0.391  C5 1.097
16 H 2.678 0.125 1.002  C5 1.094
17 H -0.159 1.598 -1.106  C6 1.099
18 H 0.439 0.476 -2.364  C6 1.094
19 O 1.572 -1.402 2.712  H20 0.965, H21 0.964
20 H 0.750 -1.342 2.211  O19 0.965
21 H 1.787 -0.481 2.897  O19 0.964

Here are the natural (NBO) charges for atoms 1 to 5, given in e:
1 C -0.61
2 C -0.20
3 C -0.41
4 C -0.21
5 C -0.62

8.
DFT (ωB97M-V/def2-TZVPD) results for one molecule with the formula C6H14O in a non-equilibrium geometry.

Calculated values
SMILES: CC(C)CCCO
Molar mass in g/mol: 102.18
E_HOMO in Ha: -0.3685
ΔE to the lowest compared entry with this formula, charge and spin in kcal/mol: 19.00
Calculated total energy in Ha: -312.22475
E_LUMO in eV: 0.98

Last columns: bonded neighbours and bond lengths (Å).
CARTESIAN COORDINATES (ANGSTROEM)
1 C 2.399 0.663 1.040  C2 1.522, H8 1.092, H9 1.097, H10 1.087
2 C 1.247 -0.186 0.522  C1 1.522, C3 1.522, C4 1.536, H11 1.102
3 C 1.037 -1.354 1.476  C2 1.522, H12 1.085, H13 1.102, H14 1.092
4 C -0.022 0.663 0.354  C2 1.536, C5 1.529, H15 1.095, H16 1.103
5 C -1.348 -0.061 0.121  C4 1.529, C6 1.514, H17 1.086, H18 1.093
6 C -1.543 -0.388 -1.345  C5 1.514, O7 1.417, H19 1.108, H20 1.093
7 O -1.826 0.766 -2.117  C6 1.417, H21 0.978
8 H 3.342 0.126 0.916  C1 1.092
9 H 2.258 0.798 2.119  C1 1.097
10 H 2.549 1.620 0.545  C1 1.087
11 H 1.547 -0.423 -0.512  C2 1.102
12 H 0.359 -2.180 1.291  C3 1.085
13 H 0.654 -0.825 2.364  C3 1.102
14 H 1.976 -1.827 1.769  C3 1.092
15 H 0.048 1.397 -0.455  C4 1.095
16 H -0.091 1.314 1.241  C4 1.103
17 H -1.431 -1.033 0.599  C5 1.086
18 H -2.124 0.637 0.447  C5 1.093
19 H -0.564 -0.812 -1.643  C6 1.108
20 H -2.310 -1.133 -1.569  C6 1.093
21 H -2.053 0.525 -3.037  O7 0.978

Here are the natural (NBO) charges for atoms 1 to 5, given in e:
1 C -0.60
2 C -0.23
3 C -0.62
4 C -0.40
5 C -0.42

9.
DFT (ωB97M-V/def2-TZVPD) results for a 2-piece molecular cluster, C6H14O overall in a non-equilibrium geometry.

Calculated values
SMILES: C=C(C)CCC.O
Molar mass in g/mol: 102.18
E_HOMO in Ha: -0.3509
ΔE to the lowest compared entry with this formula, charge and spin in kcal/mol: 32.22
Calculated total energy in Ha: -312.20369
E_LUMO in eV: 0.90

Last columns: bonded neighbours and bond lengths (Å).
CARTESIAN COORDINATES (ANGSTROEM)
1 C -0.727 -0.925 -1.406  C2 1.344, H7 1.080, H8 1.110
2 C -0.548 0.007 -0.455  C1 1.344, C3 1.494, C4 1.542
3 C -1.566 1.058 -0.157  C2 1.494, H9 1.132, H10 1.100, H11 1.112
4 C 0.841 0.206 0.185  C2 1.542, C5 1.530, H12 1.108, H13 1.115
5 C 0.939 0.112 1.708  C4 1.530, C6 1.512, H14 1.098, H15 1.091
6 C -0.118 -0.729 2.387  C5 1.512, H16 1.093, H17 1.096, H18 1.099
7 H -1.639 -0.998 -1.980  C1 1.080
8 H -0.031 -1.789 -1.372  C1 1.110
9 H -1.528 1.205 0.965  C3 1.132
10 H -1.347 2.045 -0.592  C3 1.100
11 H -2.559 0.660 -0.461  C3 1.112
12 H 1.359 1.072 -0.274  C4 1.108
13 H 1.472 -0.602 -0.254  C4 1.115
14 H 0.924 1.164 2.023  C5 1.098
15 H 1.909 -0.205 2.095  C5 1.091
16 H 0.248 -1.288 3.252  C6 1.093
17 H -0.487 -1.552 1.765  C6 1.096
18 H -0.965 -0.213 2.859  C6 1.099
19 O 1.470 0.561 -3.317  H20 0.965, H21 0.959
20 H 0.705 0.179 -2.871  O19 0.965
21 H 1.648 0.031 -4.097  O19 0.959

Here are the natural (NBO) charges for atoms 1 to 5, given in e:
1 C -0.48
2 C 0.08
3 C -0.67
4 C -0.45
5 C -0.42

10.
DFT (ωB97M-V/def2-TZVPD) results for a 2-piece molecular cluster, C6H14O overall.

Calculated values
Molar mass in g/mol: 102.18
E_HOMO (alpha / beta) in Ha: -0.3796 / -0.2895
ΔE to the lowest compared entry with this formula, charge and spin in kcal/mol: 117.47
Calculated total energy in Ha: -312.06784
E_LUMO (alpha / beta) in eV: 0.65 / 0.99

Last columns: bonded neighbours and bond lengths (Å).
CARTESIAN COORDINATES (ANGSTROEM)
1 C -3.337 0.794 0.229  C2 1.463, H9 1.086, H10 1.086
2 C -2.022 1.095 -0.339  C1 1.463, C3 1.532, H11 1.115, H12 1.103
3 C -0.827 0.564 0.459  C2 1.532, C4 1.527, H13 1.098, H14 1.098
4 C 0.440 0.466 -0.387  C3 1.527, C5 1.527, H15 1.100, H16 1.100
5 C 1.608 -0.188 0.347  C4 1.527, C6 1.519, H17 1.097, H18 1.098
6 C 2.759 -0.502 -0.593  C5 1.519, O7 1.412, H19 1.103, H20 1.103
7 O 3.801 -1.084 0.164  C6 1.412, H21 0.964
8 H -3.363 -6.368 1.820  no bonds
9 H -4.223 1.325 -0.104  C1 1.086
10 H -3.467 0.007 0.965  C1 1.086
11 H -1.989 0.648 -1.359  C2 1.115
12 H -1.929 2.176 -0.541  C2 1.103
13 H -0.655 1.205 1.333  C3 1.098
14 H -1.075 -0.433 0.847  C3 1.098
15 H 0.733 1.465 -0.741  C4 1.100
16 H 0.209 -0.124 -1.287  C4 1.100
17 H 1.974 0.460 1.154  C5 1.097
18 H 1.282 -1.125 0.816  C5 1.098
19 H 2.405 -1.190 -1.379  C6 1.103
20 H 3.095 0.422 -1.092  C6 1.103
21 H 4.504 -1.343 -0.443  O7 0.964

Here are the natural (NBO) charges for atoms 1 to 5, given in e:
1 C -0.29
2 C -0.48
3 C -0.38
4 C -0.39
5 C -0.41

Which value of calculated total energy does entry 7 give?
-312.21994 Ha